No. 1
An isolated molecule of C4H9ClN2S in a non-equilibrium geometry. Source: the Open Molecules 2025 dataset; level of theory: ωB97M-V with the def2-TZVPD basis set.

Output
Net charge: 0
Frontier orbital gap: 9.0 eV
Relative energy (zero: lowest compared OMol25 entry of this formula, charge and spin): 74.1 kcal per mole
F_max: 0.17280 Eh/bohr
SMILES: CN(C=S)NCCCl
DFT total energy: -1125.5559 Ha

Each line ends with the Löwdin charge.
Cartesian coordinates (Å):
Cl (1.256, 3.078, -1.591)  0.7764
S (-2.893, -1.276, 1.638)  0.6136
N (0.555, 0.023, 0.362)  -0.0136
N (-0.535, -0.901, 0.230)  -0.2653
C (-0.396, -2.305, -0.142)  -0.0632
C (1.598, 1.772, -0.806)  -0.8140
C (-1.560, -0.515, 1.058)  -0.7092
C (0.258, 1.164, -0.460)  -0.3031
H (-1.518, -2.694, -0.477)  0.1187
H (2.343, 1.104, -1.159)  0.0815
H (2.178, 2.142, 0.029)  0.0729
H (0.643, 0.296, 1.321)  0.1145
H (-0.446, -2.872, 0.853)  0.0962
H (0.302, -2.249, -0.965)  0.0782
H (-1.382, 0.405, 1.495)  0.0232
H (-0.229, 2.106, -0.129)  0.1052
H (-0.175, 0.721, -1.258)  0.0881

=====

No. 2
A cluster of 5 separate species, C40H57BBr8Cl2IN3O3S in total in a non-equilibrium geometry. Source: the Open Molecules 2025 dataset; level of theory: ωB97M-V with the def2-TZVPD basis set.

Output
Net charge: 0
Frontier orbital gap: 7.4 eV
F_max: 0.12561 Eh/bohr
SMILES: CCCCc1c(Cl)cc2c(c1C[C@@H](C)O)N(B(O)O)c1c(CCN)c(-c3cccnc3)c(C[C@H](C)I)c(C[C@@H](C)Cl)c1S2.BrCCBr.BrCCBr.BrCCBr.BrCCBr
DFT total energy: -24180.6687 Ha

Each line ends with the Löwdin charge.
Cartesian coordinates (Å):
I (-6.175, 0.850, 2.425)  0.7138
Br (-2.160, -4.367, -1.162)  0.8211
Br (-3.155, -3.010, 5.808)  0.5972
Br (-0.126, 2.717, -7.966)  0.6016
Br (-2.167, 0.928, 5.849)  0.6091
Br (-2.515, 4.594, 5.568)  0.6135
Br (-1.614, -6.128, 2.038)  0.5999
Br (0.058, -3.553, 4.069)  0.7326
Br (-1.392, 2.803, -4.497)  0.7261
Cl (-3.695, 5.032, 2.116)  0.4537
Cl (6.191, 4.346, 1.799)  0.5062
S (0.844, 1.643, 2.540)  0.8233
O (2.801, 0.166, -2.624)  -0.1095
O (2.959, -1.666, 2.287)  0.0227
O (1.109, -3.000, 1.009)  0.0109
N (-4.825, -2.610, -3.226)  -0.0077
N (1.853, -0.585, 0.197)  0.0436
N (0.856, -1.523, -4.828)  -0.0457
C (-1.901, 4.253, 0.084)  -0.1576
C (-2.330, 2.572, 2.237)  -0.2384
C (6.945, 1.839, -0.390)  -0.1923
C (-0.949, -5.835, -0.735)  -0.6344
C (-3.860, 3.239, 5.969)  -0.6755
C (-4.372, 1.476, -0.173)  -0.2144
C (-4.689, -0.154, -4.652)  -0.0370
C (5.418, 1.728, 0.279)  -0.0799
C (6.921, 0.337, 2.992)  -0.1348
C (-1.664, 4.067, -5.958)  -0.6620
C (-1.629, -4.113, 6.319)  -0.6859
C (4.345, 0.512, -0.113)  0.0086
C (-3.571, 0.486, -3.583)  -0.0292
C (-2.807, 0.972, -0.101)  -0.0587
C (-0.572, -0.619, -1.132)  0.0211
C (3.589, 2.901, 2.095)  -0.0709
C (2.553, 1.698, 1.687)  -0.3575
C (2.830, 0.498, 0.596)  -0.0839
C (8.077, 1.242, 0.655)  -0.2121
C (3.687, -2.297, -2.851)  -0.0909
C (-6.399, -0.318, -0.577)  -0.1766
C (-1.594, -6.818, 0.213)  -0.6853
C (-0.186, -1.048, -3.839)  -0.2588
C (-2.159, -0.107, -1.202)  -0.0261
C (-0.324, -3.432, 5.978)  -0.6508
C (3.983, -0.707, -2.572)  -0.3685
C (-5.202, -1.662, -4.312)  -0.1325
C (-1.837, 3.350, -7.277)  -0.6927
C (-2.096, 4.108, 1.711)  -0.6142
C (5.054, 2.944, 1.361)  -0.4934
C (4.859, -0.613, -1.189)  -0.1295
C (-3.833, -2.104, -2.234)  -0.1384
C (-0.274, 0.973, 1.156)  -0.2916
C (7.549, -0.070, 1.513)  -0.2529
C (0.427, -0.090, 0.102)  -0.0693
C (-0.041, -1.662, -2.326)  -0.1479
C (-1.823, 1.506, 1.096)  -0.1133
C (-3.296, 2.156, 6.860)  -0.6765
C (-3.224, -0.604, -2.381)  -0.1116
C (-5.285, 0.256, 0.489)  -0.7205
B (1.963, -1.781, 1.173)  -0.5150
H (-4.712, 1.666, -1.300)  0.1128
H (-2.848, 3.855, -0.521)  0.0823
H (7.005, 1.391, -1.471)  0.1004
H (-0.731, -6.311, -1.695)  0.0636
H (-0.032, -5.388, -0.341)  0.0511
H (-4.549, -0.636, 0.733)  0.0874
H (-1.804, 5.399, -0.160)  0.0814
H (6.769, -0.713, 0.892)  0.0950
H (-6.449, -1.490, -0.548)  0.0859
H (0.498, -2.253, -5.482)  0.0720
H (7.608, 1.209, 3.399)  0.0781
H (-2.628, -7.059, -0.048)  0.0533
H (9.109, 0.997, 0.118)  0.1124
H (-4.471, 2.492, 0.403)  0.0749
H (-1.724, -4.245, 7.401)  0.0597
H (-2.215, 4.034, -8.041)  0.0591
H (-6.027, -2.077, -5.073)  0.1019
H (-3.516, -2.779, -1.332)  -0.0558
H (-0.929, 3.730, -0.330)  0.0950
H (3.211, 3.689, 2.908)  0.1065
H (-6.083, -0.022, -1.672)  0.0622
H (-1.755, -5.081, 5.827)  0.0518
H (-0.157, 0.121, -3.807)  0.0810
H (3.082, -2.526, -3.826)  0.0689
H (7.187, 3.003, -0.498)  0.0961
H (-1.012, -7.742, 0.266)  0.0583
H (-0.746, -2.616, -2.259)  0.0229
H (7.051, -0.589, 3.727)  0.0806
H (-5.098, 0.483, -5.568)  0.0869
H (5.986, -0.536, -1.495)  0.1102
H (3.117, -2.712, -1.888)  0.0833
H (-2.689, 2.544, 7.683)  0.0527
H (-1.255, -1.369, -4.262)  0.1161
H (-3.499, 2.382, 2.368)  0.0413
H (-2.498, 2.481, -7.215)  0.0522
H (-2.573, 4.614, -5.694)  0.0620
H (-3.123, 1.563, -3.669)  -0.0491
H (0.514, -3.936, 6.468)  0.0628
H (-4.231, 2.864, 5.012)  0.0362
H (-1.857, 2.342, 3.298)  0.0469
H (-0.306, -2.370, 6.240)  0.0519
H (3.048, 0.958, -3.210)  0.1272
H (2.516, -1.009, 2.921)  0.1067
H (5.793, 0.640, 2.866)  0.0631
H (1.343, -0.741, -5.318)  0.0711
H (4.741, -1.669, -0.649)  0.1241
H (-4.098, 1.535, 7.267)  0.0600
H (4.695, -2.929, -2.940)  0.0976
H (-7.440, 0.196, -0.343)  0.0720
H (1.035, -2.015, -2.030)  0.0867
H (-1.216, 4.637, 2.288)  0.1124
H (-4.663, 3.779, 6.480)  0.0609
H (8.340, 2.090, 1.447)  0.0950
H (4.709, -0.346, -3.448)  0.1466
H (0.780, -3.227, 1.947)  -0.0393
H (8.480, -0.777, 1.756)  0.1071
H (-0.815, 4.756, -5.947)  0.0549

=====

No. 3
A cluster of 9 separate species, C36H60F18O18 in total in a non-equilibrium geometry. Source: the Open Molecules 2025 dataset; level of theory: ωB97M-V with the def2-TZVPD basis set.

Output
Net charge: 0
Frontier orbital gap: 10.1 eV
Relative energy (zero: lowest compared OMol25 entry of this formula, charge and spin): 1.6 kcal per mole
F_max: 0.03724 Eh/bohr
SMILES: CCOC(=O)C(F)(F)F.CCOC(=O)C(F)(F)F.CCOC(=O)C(F)(F)F.CCOC(=O)C(F)(F)F.CCOC(=O)C(F)(F)F.CCOC(=O)C(F)(F)F.COCCOC.COCCOC.COCCOC
DFT total energy: -4559.5906 Ha

Each line ends with the Löwdin charge.
Cartesian coordinates (Å):
F (-7.202, -1.502, 1.411)  0.1714
F (1.247, -7.400, 0.056)  0.1579
F (-0.635, 2.115, -2.982)  0.1686
F (-1.599, 4.009, -3.350)  0.1596
F (6.821, 0.844, -1.438)  0.1870
F (2.163, 9.654, 2.358)  0.1581
F (0.146, 3.921, -2.068)  0.1610
F (-5.487, -3.975, 4.425)  0.1821
F (5.220, 2.245, -0.976)  0.1497
F (-0.574, -6.532, -0.764)  0.1639
F (-7.056, -0.163, -0.294)  0.1652
F (-5.786, -1.872, 4.871)  0.1501
F (3.467, 8.230, 3.318)  0.1721
F (-5.282, -1.141, 0.475)  0.1648
F (1.340, 7.865, 3.239)  0.1818
F (-4.455, -3.063, 6.100)  0.1704
F (6.303, 2.414, -2.834)  0.1618
F (-0.667, -8.302, 0.490)  0.1696
O (0.845, -5.619, 1.933)  0.0315
O (-1.106, -1.956, -0.274)  -0.1842
O (1.712, 0.690, 3.638)  -0.2045
O (-5.757, 1.684, 1.311)  0.1545
O (-2.719, -3.258, 3.954)  0.1587
O (1.018, 0.185, -0.493)  -0.1591
O (-3.844, -1.432, 3.240)  0.0431
O (1.774, 6.678, 0.981)  0.0444
O (3.439, 8.102, 0.443)  0.1752
O (-3.596, -3.000, -4.674)  -0.1862
O (-6.720, 0.487, 2.944)  0.0304
O (0.938, 4.813, -4.541)  0.1669
O (3.731, 1.100, -3.081)  0.1635
O (5.059, -0.563, 3.004)  -0.1693
O (-0.634, -1.517, -4.823)  -0.1639
O (0.527, 2.710, -5.240)  0.0310
O (5.137, -0.617, -2.657)  0.0361
O (-1.374, -6.071, 1.932)  0.1650
C (3.341, -2.221, -2.359)  -0.0636
C (-6.253, 0.673, 1.728)  -0.3992
C (-2.260, -3.298, -5.055)  -0.1962
C (0.202, 3.638, -7.462)  -0.0521
C (-6.708, 1.572, 3.883)  -0.1742
C (5.992, 0.428, 3.325)  -0.1211
C (-4.884, -2.868, 4.851)  -0.5375
C (3.115, 5.077, -0.263)  -0.0663
C (-1.885, -3.118, -0.289)  -0.1045
C (2.606, 7.683, 1.189)  -0.3993
C (-6.442, -0.573, 0.827)  -0.5272
C (0.706, -4.631, 2.995)  -0.1773
C (-2.582, 0.493, 2.493)  -0.0367
C (3.768, -0.052, 2.748)  -0.2025
C (0.454, 3.724, -4.402)  -0.4027
C (-2.766, -1.006, 2.396)  -0.1879
C (2.372, 8.344, 2.570)  -0.5579
C (-0.044, -7.135, 0.305)  -0.5415
C (4.743, 0.647, -2.640)  -0.3934
C (-5.390, 1.572, 4.652)  -0.0476
C (0.732, 0.638, 4.645)  -0.1011
C (5.818, 1.532, -1.945)  -0.5440
C (4.284, -1.560, -3.337)  -0.1748
C (1.888, 5.977, -0.252)  -0.1912
C (-4.479, -2.978, -5.780)  -0.1131
C (0.905, 1.440, 0.114)  -0.1028
C (3.005, 0.234, 4.030)  -0.1828
C (-0.253, -6.216, 1.532)  -0.4181
C (0.947, -0.884, 0.431)  -0.1974
C (2.084, -4.063, 3.236)  -0.0532
C (-1.286, -2.590, -4.149)  -0.1958
C (0.292, -2.105, -0.127)  -0.1843
C (0.124, -0.778, -3.911)  -0.1157
C (-0.399, 3.413, -3.166)  -0.5313
C (1.155, 2.950, -6.513)  -0.1951
C (-3.676, -2.534, 3.940)  -0.3812
H (3.134, 4.387, -1.120)  0.0748
H (0.475, -2.976, 0.524)  0.1164
H (-4.386, -3.930, -6.317)  0.0868
H (-5.440, 2.231, 5.519)  0.0840
H (-5.163, 0.573, 5.020)  0.0673
H (-0.650, 2.989, -7.670)  0.0842
H (-2.931, -1.209, 1.339)  0.0988
H (-2.115, -4.379, -4.945)  0.1247
H (0.834, -1.404, -3.357)  0.0639
H (5.661, 1.130, 4.102)  0.0832
H (3.744, -1.034, -4.121)  0.1216
H (1.923, 6.629, -1.123)  0.1348
H (2.919, -0.701, 4.588)  0.1248
H (0.676, 3.868, -8.413)  0.0835
H (0.744, -0.014, -4.389)  0.0846
H (-3.346, 0.996, 1.899)  0.0712
H (-1.588, 0.821, 2.196)  0.0628
H (-0.116, 1.668, 0.457)  0.0906
H (-1.817, -3.757, 0.598)  0.0832
H (1.405, 1.936, -6.835)  0.1257
H (-4.617, 1.925, 3.973)  0.0632
H (3.082, 4.362, 0.565)  0.0805
H (-4.239, -2.163, -6.471)  0.0882
H (-2.070, -3.029, -6.097)  0.1264
H (-2.731, 0.850, 3.516)  0.0720
H (-1.701, -2.262, -3.192)  0.1184
H (2.128, 3.431, -6.418)  0.1281
H (2.527, -1.566, -2.053)  0.0423
H (0.006, -3.843, 2.721)  0.1102
H (-7.542, 1.365, 4.549)  0.1265
H (-2.910, -2.752, -0.399)  0.0898
H (-1.757, -3.726, -1.196)  0.0864
H (-0.485, -0.195, -3.217)  0.0833
H (6.212, 1.084, 2.468)  0.0890
H (0.732, -2.403, -1.089)  0.1124
H (-5.500, -2.844, -5.434)  0.0847
H (1.147, 2.218, -0.607)  0.0685
H (2.472, -3.406, 2.458)  0.0684
H (0.346, -5.221, 3.835)  0.1366
H (3.832, -2.556, -1.440)  0.0891
H (-1.879, -1.591, 2.639)  0.1111
H (2.201, -3.587, 4.208)  0.0805
H (1.539, 1.573, 1.000)  0.0786
H (-0.197, 4.537, -6.991)  0.0809
H (1.991, -1.205, 0.570)  0.1109
H (6.941, 0.006, 3.644)  0.0897
H (0.550, -0.590, 1.406)  0.1203
H (1.012, -0.004, 5.486)  0.0884
H (-0.484, -3.306, -3.889)  0.1234
H (2.961, -3.152, -2.786)  0.0890
H (3.232, -0.841, 2.224)  0.0999
H (-0.182, 0.222, 4.212)  0.0683
H (2.780, -4.909, 3.262)  0.0873
H (1.057, 5.282, -0.313)  0.1062
H (3.457, 1.042, 4.612)  0.1257
H (4.084, 5.562, -0.374)  0.0795
H (0.486, 1.625, 5.046)  0.0907
H (4.949, -2.317, -3.746)  0.1271
H (3.827, 0.832, 2.103)  0.1287
H (-6.837, 2.535, 3.393)  0.1255

=====

What is the frontier orbital gap in the first record?
9.0 eV

=====

Among the records above, which one has the lowest F_max?
C36H60F18O18

=====

What is the frontier orbital gap in the first record?
9.0 eV